Record 1
This record from the Open Molecules 2025 dataset describes 5 unconnected molecules or ions with the total composition C57H94F9O19P. The level of theory is ωB97M-V/def2-TZVPD.

Last column: Löwdin charge in e.
Geometry (Å):
P: -1.32161 -2.34145 -2.06832  0.8265
F: 1.98198 2.73929 2.20741  0.0075
F: 5.68818 5.24362 2.85871  0.0298
F: 4.13396 2.11427 4.23531  0.0237
F: 6.41387 3.27354 1.72632  0.0467
F: 6.41239 4.15566 5.49076  0.0459
F: 7.07147 1.98321 4.45648  0.0317
F: 3.49901 4.37749 3.83225  0.0181
F: 8.14578 4.01355 3.81005  0.0251
F: 3.68909 4.00191 0.88838  0.0060
O: 9.17211 -9.13322 0.10011  -0.1378
O: -4.77076 5.71882 -6.54804  -0.2076
O: 4.00866 3.76519 -3.81102  -0.2627
O: -1.09995 -2.45150 -0.47569  -0.3984
O: -7.45869 5.45753 -4.49851  -0.2069
O: 6.96028 -10.68022 -1.43972  -0.2084
O: -8.25980 2.68461 10.30763  -0.2080
O: 8.41067 -3.97138 -4.72449  -0.2240
O: 6.76201 -7.36359 -0.76559  -0.1992
O: -9.79307 3.75572 3.34730  -0.2197
O: -6.72065 4.77940 2.34425  -0.2110
O: -7.55596 4.30040 7.41149  -0.2042
O: 4.53734 -3.70743 -1.74905  -0.0294
O: -10.38405 3.19572 8.09794  -0.1426
O: 6.74107 -2.27689 2.89095  -0.0239
O: -2.40985 -1.02247 -2.44001  -0.3173
O: -4.57077 4.69739 -3.62004  -0.1452
O: -2.00135 -3.91824 -2.52474  -0.3007
O: -8.64317 3.16087 0.51649  -0.1404
C: 6.97121 -3.05628 -1.00707  0.0003
C: -9.51238 2.07770 8.31513  -0.1706
C: 5.77943 3.74107 2.98045  -0.1005
C: 6.02136 -6.33071 -0.13595  -0.0938
C: 9.03229 -5.29995 -4.93506  -0.2160
C: 4.77813 -1.39951 -0.44161  0.0294
C: -3.84173 -5.61528 -1.73022  -0.1169
C: 5.32460 -2.81074 -1.14990  -0.1718
C: 11.64763 -6.14242 -4.61323  -0.1429
C: 6.68303 -2.00187 1.58478  -0.1931
C: 1.58142 -1.91588 -1.93438  -0.2198
C: -8.73572 4.87388 -4.29752  -0.1053
C: 7.69764 -2.65935 0.43476  -0.0203
C: 3.97536 2.91873 -2.57495  -0.1901
C: 10.60571 -5.10310 -5.40255  -0.2106
C: -8.83604 4.90410 7.21097  -0.1847
C: -8.26010 2.73774 11.72477  -0.1093
C: -4.75989 3.98150 -4.84833  -0.1694
C: 3.12905 0.96633 -0.29988  -0.0016
C: -2.41123 0.00528 -1.38717  -0.2812
C: 0.34307 -1.97491 -3.00683  -0.2163
C: -2.64290 1.46431 -2.17207  -0.0951
C: -11.06719 4.14903 3.83081  -0.1090
C: 5.04009 0.41744 1.71493  0.0822
C: -6.78812 5.72644 -3.26510  -0.1937
C: 3.59153 -0.44832 -1.05425  -0.0300
C: -7.02268 4.97241 0.96274  -0.1958
C: 10.25211 -3.45084 -0.41969  -0.0283
C: -6.76449 4.31991 6.23461  -0.1097
C: -4.02406 4.61890 -6.02873  -0.1935
C: 5.51363 -0.97972 0.96587  -0.0025
C: 2.87360 -0.99450 -2.46269  -0.1561
C: -9.85521 2.55092 2.58059  -0.1890
C: -8.59203 2.39560 1.72785  -0.1682
C: 9.29278 -2.84549 0.76392  0.0031
C: -9.80278 4.48676 8.32370  -0.1670
C: 2.48274 3.11255 -1.92356  -0.1608
C: -2.78388 -4.41859 -1.34802  -0.2969
C: 1.94285 1.84576 -1.03394  -0.1550
C: 8.16075 -7.07281 -0.81284  -0.1879
C: 8.02568 -9.84874 0.58042  -0.1687
C: -5.32458 4.75828 2.59257  -0.1004
C: -5.28947 5.93281 -3.50671  -0.1669
C: 8.96228 -8.35022 -1.08248  -0.1674
C: 6.80783 3.44527 4.22237  -0.1118
C: -8.47145 4.57639 0.67067  -0.1682
C: -3.98184 6.56716 -7.36597  -0.1085
C: 9.55949 -3.84464 -1.87947  0.0249
C: 7.68540 -11.07136 -0.27427  -0.1950
C: 4.24112 3.21656 3.21250  -0.0943
C: 3.42391 2.86047 1.82740  -0.1658
C: 7.92775 -3.66273 -2.19304  -0.0353
C: -9.25750 1.80030 9.79809  -0.1952
C: 3.49726 3.01069 -4.97181  -0.1312
C: 3.87305 1.44358 1.11968  0.0290
C: 7.34407 -4.05559 -3.67638  -0.1584
C: 6.95653 -11.68964 -2.43579  -0.1100
H: 4.96412 -6.60704 -0.15280  0.0958
H: -1.68857 1.61398 -2.83237  0.0729
H: 8.52361 -8.95024 -1.88140  0.1186
H: -11.49588 3.36821 4.46529  0.0898
H: -4.55934 -5.76727 -0.78911  0.0912
H: -5.09625 6.58264 -4.36176  0.1194
H: -4.54770 -5.38200 -2.63425  0.0830
H: 1.23884 -1.38290 -0.92256  0.1134
H: -10.04109 1.21347 7.89620  0.1249
H: -6.93853 4.89881 -2.56316  0.1189
H: -9.92637 1.71485 3.28521  0.1245
H: 8.48722 -6.62448 0.13200  0.1303
H: -3.17038 7.01157 -6.78017  0.0865
H: 12.07487 -5.67033 -3.61437  0.0757
H: 11.15477 -7.19213 -4.45088  0.0767
H: -3.57486 6.01143 -8.21588  0.0854
H: -10.19274 1.92290 10.35670  0.1264
H: -5.16721 4.62439 3.66527  0.0765
H: 10.32722 -4.24572 -2.70013  0.0844
H: 9.96310 -8.05569 -1.41515  0.1214
H: -6.34921 4.37143 0.34063  0.1251
H: -10.73916 2.55822 1.93337  0.1267
H: -10.64440 5.18726 8.31865  0.1242
H: -7.46599 3.41639 12.04449  0.0885
H: -8.58371 2.18557 7.75193  0.1194
H: 5.61488 0.67012 2.72728  0.1026
H: -4.87174 6.43008 -2.62508  0.1240
H: 1.71745 3.23136 -2.83051  0.1155
H: 1.20913 2.24250 -0.19877  0.1199
H: 6.37363 -11.33142 -3.28744  0.0878
H: -3.03357 4.95520 -5.70072  0.1267
H: 7.97767 -11.88993 -2.77682  0.0857
H: -4.61705 7.37323 -7.74033  0.0888
H: 3.62914 -1.66053 -3.08894  0.1154
H: 2.47929 4.14709 -1.37000  0.1170
H: -6.87834 6.03396 0.73574  0.1243
H: -8.63409 3.90273 -3.80259  0.0879
H: -8.88981 0.77638 9.92315  0.1233
H: 6.49886 -12.60624 -2.05213  0.0854
H: 1.26868 1.18952 -1.76793  0.1101
H: -9.21556 3.12908 12.08956  0.0862
H: -11.73770 4.36963 2.99403  0.0867
H: 11.03174 -4.01654 -5.16243  0.1216
H: -9.19829 4.71500 -5.27487  0.0886
H: 10.62374 -5.24995 -6.56947  0.1080
H: -8.07136 1.74607 12.14643  0.0852
H: 7.05066 -11.75572 0.29845  0.1236
H: 12.56449 -6.28828 -5.32914  0.0735
H: -9.16476 4.98015 1.41065  0.1199
H: 0.27291 -1.03741 -3.70969  0.1017
H: 6.55662 -3.21364 -3.98628  0.1446
H: -9.24507 4.61186 6.23753  0.1116
H: 3.91468 3.42471 -6.00843  0.1100
H: -1.39981 0.12406 -0.80737  0.1147
H: -2.59772 2.29255 -1.32302  0.0924
H: -7.68442 2.61133 2.29391  0.1175
H: 6.33296 -6.22430 0.90809  0.0934
H: 0.52480 -2.92661 -3.68781  0.1074
H: 9.70441 -2.51585 1.81630  0.1085
H: -4.86462 5.70062 2.28071  0.0885
H: 1.89784 -3.01037 -1.64608  0.1257
H: -3.91166 3.88388 -6.83269  0.1241
H: -5.79778 3.86433 6.46337  0.0894
H: 8.41287 -6.01350 -5.63033  0.1374
H: 6.77156 -5.07581 -3.70944  0.1445
H: -9.34330 4.54633 9.31166  0.1184
H: 2.32177 3.18691 -5.02445  0.0900
H: 8.32210 -6.36015 -1.62931  0.0849
H: 7.16914 -9.18400 0.70581  0.1199
H: -5.82026 3.83066 -5.05841  0.1211
H: 8.30393 -10.20269 1.58002  0.1261
H: -3.64422 1.46164 -2.77784  0.0792
H: -3.43792 -3.54106 -0.87284  0.1272
H: -3.22997 -6.61155 -1.82638  0.0798
H: -4.32478 2.99027 -4.67497  0.1120
H: 2.54716 -0.11735 -3.17017  0.0964
H: -6.60268 5.34733 5.89663  0.0871
H: 8.61122 -11.58463 -0.55917  0.1263
H: -3.34175 -0.20395 -0.70083  0.1334
H: 3.65723 1.84158 -4.86740  0.0937
H: 6.15048 -5.38461 -0.66910  0.0417
H: -8.75075 5.00846 -0.29743  0.1178
H: -7.24459 3.73150 5.44612  0.0844
H: -8.69594 5.99051 7.23610  0.1253
H: 4.27062 1.80416 -2.77450  0.1128
H: -2.03306 -4.88902 -0.54792  0.1361
H: -9.37305 5.53688 -3.70568  0.0846
H: -10.94390 5.05991 4.42201  0.0844
H: 11.42034 -3.56215 -0.21907  0.1002
H: -4.85865 3.91737 2.06825  0.0883
H: 9.05498 -5.81565 -3.85904  0.1044
H: -7.22107 6.64206 -2.84708  0.1243
H: -8.52903 1.35061 1.40681  0.1256
H: 4.76163 3.43157 -1.83920  0.1431

Atoms 1-6, force components in eV/Å:
-0.45 -0.77 5.01
4.22 0.96 -1.37
0.49 -4.93 0.39
0.69 3.48 -3.55
-2.23 1.20 4.16
1.28 -2.99 -4.76

Computed properties:
- SMILES = CCCOCc1cccc2c1C(=O)c1c(cc(C(F)(F)C(F)(F)C(F)(F)C(F)(F)F)c(CCCOC)c1CCCP(=O)(OCC)OCC)C2=O.COCCOCCOC.COCCOCCOC.COCCOCCOC.COCCOCCOC
- energy (eV) = -133245.98623

=====

Record 2
This record from the Open Molecules 2025 dataset describes 13 unconnected molecules or ions with the total composition C58H111N12O6S. The level of theory is ωB97M-V/def2-TZVPD.

Last column: Löwdin charge in e.
Geometry (Å):
S: 2.81306 -2.19319 3.72696  0.2512
O: 0.40757 1.39123 0.76682  -0.1897
O: 3.95496 -3.13845 3.81287  -0.4020
O: 2.59074 -1.72277 2.35857  -0.3854
O: 3.42438 -1.15335 4.58887  -0.4126
O: 1.65139 -0.71071 -2.51758  -0.1938
O: 1.55803 -2.74812 4.28177  -0.4328
N: 1.77985 -5.63948 3.48356  0.0395
N: 4.78724 1.48344 2.39963  0.0323
N: -2.25922 6.20290 -2.14429  -0.1965
N: 3.42743 3.14103 5.30620  0.0346
N: 1.11516 -1.24426 0.30880  0.0666
N: -2.85605 -1.23433 -1.89611  -0.1944
N: -4.54573 2.86006 3.30673  -0.1908
N: -0.98126 -2.56429 3.39524  0.0564
N: 6.51639 1.35128 -4.28322  -0.0040
N: 0.43043 -0.55849 5.73827  0.0446
N: 0.95387 -5.34508 -2.23301  -0.1762
N: 0.55531 -1.99892 -8.30173  0.0086
C: 5.24076 2.18402 0.37978  -0.1318
C: -2.23281 3.38152 3.94968  -0.0670
C: -2.96147 -2.08200 2.47625  -0.1373
C: 2.28705 4.79094 6.23545  -0.1376
C: 3.29176 3.89053 6.46024  -0.1277
C: 0.49639 -4.00425 -4.27425  -0.0774
C: 0.05868 1.66051 5.81215  -0.1095
C: -1.84080 6.40300 -0.78632  -0.2641
C: 2.24857 -7.11378 1.89553  -0.1373
C: 0.88721 0.65205 5.34279  -0.1439
C: 2.25389 -5.77766 2.21054  -0.1437
C: 2.31793 -5.76883 -2.60957  -0.2456
C: -3.55295 5.52258 -2.20974  -0.2569
C: -3.43979 4.04422 -1.84632  -0.0859
C: -4.52130 3.36946 1.95569  -0.2925
C: 5.77797 1.73324 -3.20125  -0.1458
C: -3.89576 0.51064 -0.40026  -0.0758
C: 6.07319 3.49242 -4.55891  -0.1170
C: 3.67177 1.25565 1.65624  -0.1392
C: -4.46000 1.40693 3.31639  -0.2575
C: 2.14694 -3.00820 -7.16055  -0.1405
C: 0.39519 -6.26495 -1.24875  -0.2468
C: 3.91928 1.68221 0.35909  -0.1015
C: -0.32765 6.19088 -0.61820  -0.0737
C: -3.72195 3.57618 4.28378  -0.2197
C: -0.90612 -5.80289 -0.62151  -0.0682
C: 3.37808 -5.33234 -1.61917  -0.0616
C: 2.38044 -1.62831 -1.73358  -0.2085
C: -3.84820 -0.96040 -0.86555  -0.2331
C: -0.29905 -0.78674 0.40949  -0.0902
C: -4.84645 4.85571 1.80896  -0.0819
C: -2.03747 7.16176 -4.41394  -0.0967
C: -4.56292 0.83580 4.74172  -0.0753
C: -2.70490 -2.65459 -2.12213  -0.2531
C: 5.78404 2.00194 1.62917  -0.1261
C: 0.21706 -3.31685 -8.23957  -0.1396
C: -3.87203 -3.43423 -2.74091  -0.0727
C: -2.02998 -1.66061 3.39191  -0.1353
C: -2.92068 -0.35754 -3.05186  -0.2387
C: -1.60970 -0.37619 -3.83652  -0.0682
C: -2.53130 -3.35062 1.97958  -0.1293
C: -0.98092 0.96107 6.47421  -0.1601
C: 2.20859 -0.37977 -3.77027  -0.0827
C: 6.76388 2.41498 -5.07563  -0.1595
C: 5.58882 3.11313 -3.27828  -0.0975
C: 1.61578 -7.78972 2.97695  -0.1348
C: 0.42986 2.60117 1.49308  -0.0940
C: 0.14271 -5.22612 -3.42536  -0.2612
C: -2.26577 7.40845 -2.93088  -0.2786
C: 1.22767 -4.01386 -7.56810  -0.1077
C: -0.45899 0.41546 1.30395  -0.1951
C: 2.64511 3.68942 4.33965  -0.1543
C: 1.94018 4.75845 4.86582  -0.1163
C: -0.74466 -0.38190 6.43456  -0.1480
C: 1.42777 -6.88030 3.97416  -0.1365
C: 1.43842 -2.27497 -0.75012  -0.0725
C: -1.28896 -3.56764 2.52991  -0.1520
C: 1.78396 -1.83644 -7.74684  -0.1536
H: -0.60133 -4.39022 2.39383  0.1017
H: 0.33023 -7.27608 -1.68079  0.1194
H: 6.74334 0.38632 -4.43657  0.1453
H: 3.15688 0.14827 -3.63443  0.0776
H: 1.22504 5.38337 4.35922  0.0854
H: -3.63135 3.09232 1.36603  0.0898
H: 3.20307 -1.10893 -1.22753  0.1350
H: 2.62472 -7.61749 1.01862  0.0809
H: -1.66139 0.19431 -4.76744  0.0712
H: -5.05615 5.14446 0.78240  0.0570
H: -1.73953 -2.91573 -2.56240  0.0888
H: 1.61078 -4.76023 3.96320  0.0997
H: 1.90230 -3.05622 -0.14904  0.1240
H: -1.85012 2.39827 4.21604  0.0492
H: -4.32307 3.45716 -2.10469  0.0687
H: -0.11686 -4.01290 -5.17307  0.0688
H: -3.64521 -1.57783 0.01017  0.0807
H: -2.87964 0.90261 -0.40899  0.0705
H: 7.27413 2.36547 -6.02387  0.1013
H: 1.47713 -1.54038 1.24283  0.0780
H: 1.79111 5.43515 6.94617  0.0878
H: -0.92878 -5.19102 -3.22531  0.0918
H: 0.24366 -6.14065 -4.04167  0.1179
H: -1.08273 6.71145 -4.67990  0.0722
H: -0.80691 -4.87879 -0.04236  0.0542
H: -4.26691 6.04643 -1.55447  0.1107
H: -2.55533 -3.07376 -1.11822  0.0926
H: -1.50315 0.72119 1.41065  0.1091
H: -3.99600 -3.16670 -3.79716  0.0648
H: 2.23865 -6.86372 -2.70690  0.1127
H: -2.86027 6.66927 -4.93851  0.0616
H: 1.45405 0.23354 -4.25927  0.0857
H: -1.63061 -5.43958 -1.35842  0.0414
H: -4.05912 5.51072 -3.17759  0.1090
H: 3.46620 -4.25120 -1.57329  0.0502
H: 2.30226 -0.89201 -7.69564  0.1086
H: -3.42034 3.87587 -0.76501  0.0376
H: -0.05776 5.13472 -0.65714  0.0616
H: 0.55716 -2.67422 -1.24602  0.1161
H: -2.30069 5.63024 -0.16699  0.0945
H: 1.78750 0.71866 4.75030  0.0810
H: -2.03473 8.12095 -4.95012  0.0673
H: 1.72656 -0.45928 0.07948  0.1293
H: 1.55172 -3.86621 -4.50131  0.0498
H: 2.81964 -2.44479 -2.31775  0.1086
H: 0.23953 2.71260 5.67546  0.0689
H: -1.64806 4.14697 4.46751  0.0758
H: -0.65205 -0.52694 -0.59216  0.1156
H: -2.51680 3.68519 -2.30000  0.0851
H: 4.94289 1.32722 3.37906  0.1364
H: -1.32855 -6.58579 0.00377  0.0837
H: 1.49884 -8.85689 3.09206  0.0785
H: -3.18255 0.66524 -2.78598  0.0958
H: -0.84056 0.15751 -3.27223  0.0635
H: -5.31379 2.83199 1.41855  0.1106
H: -2.07030 3.54735 2.88428  0.0461
H: 5.12908 3.77519 -2.56481  0.0878
H: 0.58483 2.35775 2.55149  0.0780
H: -3.91863 -1.67031 2.19405  0.0818
H: -4.39387 0.57103 0.56612  0.0480
H: -4.53825 1.11696 -1.04265  0.0616
H: 0.25724 -3.09781 -3.70538  0.0475
H: -3.76404 -0.70800 -3.67217  0.1114
H: 3.22011 1.61283 -0.45930  0.0860
H: -2.10649 7.38738 -0.37356  0.1190
H: 0.05223 6.61178 0.31491  0.0700
H: -0.69582 -3.70204 -8.66244  0.1019
H: -4.85349 -1.23557 -1.21976  0.1122
H: -3.91229 4.64698 4.18666  0.0945
H: 2.83211 0.80578 2.16261  0.0972
H: -3.60072 1.01121 2.75995  0.0885
H: -0.07211 -2.40973 3.88018  0.0845
H: 6.73280 2.28865 2.04826  0.1041
H: 1.22159 -6.93169 5.03065  0.1042
H: 6.07897 4.47251 -5.00845  0.0855
H: -0.12186 0.17483 2.32119  0.1202
H: 3.95536 2.29110 5.23698  0.1349
H: -3.04578 -3.97439 1.26608  0.0843
H: -0.52928 3.12570 1.41307  0.0709
H: -1.78960 1.48883 6.96493  0.0854
H: -3.99931 3.35682 5.31287  0.1053
H: 0.79764 -1.44656 5.38589  0.0903
H: -4.86717 -0.20802 4.78407  0.0707
H: 1.09035 -6.31622 -0.40771  0.0799
H: 2.64106 -5.45952 -3.60432  0.1022
H: 2.61983 3.27885 3.34224  0.0848
H: -1.26463 -1.38495 -4.05403  0.0513
H: 0.23424 6.66272 -1.42864  0.0659
H: -1.34269 -1.24497 6.67564  0.1062
H: -3.56761 -4.48314 -2.80975  0.0610
H: 1.23929 -5.06783 -7.35284  0.0917
H: -3.60059 0.91582 5.25583  0.0451
H: 2.66034 -4.91838 1.70088  0.1019
H: 5.79215 2.56791 -0.46647  0.0648
H: 3.69981 3.56719 7.40321  0.1030
H: -5.22722 1.41626 5.38469  0.0723
H: -4.02123 5.45339 2.20748  0.0621
H: -3.17617 8.01463 -2.79410  0.1178
H: -5.32401 1.04455 2.74843  0.1058
H: 3.13347 -5.70257 -0.61807  0.0509
H: -1.45099 8.06765 -2.61707  0.1133
H: -4.86755 -3.40270 -2.30388  0.0663
H: -0.00404 -1.28790 -8.73254  0.1443
H: 4.34691 -5.82061 -1.74196  0.0796
H: -5.66256 5.09974 2.49272  0.0789
H: 2.38759 -1.26221 -4.39687  0.0757
H: 3.00897 -3.14132 -6.52535  0.0917
H: -1.99528 -0.76929 3.99792  0.0927
H: 1.22327 3.26326 1.15532  0.0862
H: -0.87923 -1.68378 0.63091  0.1123
H: 5.54665 0.98392 -2.46123  0.1012

Atoms 1-6, force components in eV/Å:
6.52 -0.42 2.98
0.02 0.43 -0.74
-1.87 -1.89 -1.72
-1.12 0.50 -1.70
-2.49 2.35 -0.09
-0.41 -0.35 0.08

Computed properties:
- energy above the lowest of the compared OMol25 structures with the same formula, charge and spin (kJ/mol) = 177.2
- total charge = -1
- energy (eV) = -102946.09007

=====

no.,frontier orbital gap (Eh),E_LUMO (eV)
1,0.2549,-2.07
2,0.2219,1.71